19
Properties=species:S:1:pos:R:3 method="wB97M-V/def2-TZVPD" homo_ev="-17.4 / -17.6" charge=+2 e_above_lowest_ev=10.682 spin_multiplicity=2 s_squared=1.0271 homo_lumo_gap_ev="3.09 / 2.95"
O 1.2266 3.4875 -0.2947
N 0.1840 -1.8564 -0.5475
N -1.2701 -3.8256 -1.1830
C 0.7805 2.0411 1.5477
C 1.3147 3.2296 0.8884
C 0.3836 0.8318 0.7701
C -0.6147 1.0281 -0.4728
C -0.9483 -2.6014 -0.5037
H -1.6357 0.9871 -0.1118
H -1.6177 -2.5598 0.3565
H -1.2628 -2.8388 -1.7390
H 0.7705 -2.2111 -1.3243
H -0.2905 2.0214 -0.7405
H 1.6805 4.0704 1.5009
H 1.3020 0.3293 0.4302
H -0.3833 0.3050 -1.2479
H -0.1202 0.1613 1.4685
H -0.5819 -4.5699 -1.3911
H 1.0830 1.9706 2.5942

65
Properties=species:S:1:pos:R:3 method="wB97M-V/def2-TZVPD" homo_ev="0.3 / -3.2" charge=-2 spin_multiplicity=2 s_squared=0.7635 homo_lumo_gap_ev="1.68 / 5.21"
O -16.8039 27.0735 -18.6552
O -18.4989 25.5718 -14.9044
O -18.4086 23.6269 -16.2738
O -12.3834 19.7427 -19.0970
O -24.3782 25.5029 -23.0179
O -17.2216 25.6736 -16.8924
O -19.6243 27.2690 -18.8348
O -19.5755 25.6899 -17.1497
O -10.7621 20.2331 -17.6866
O -26.1418 24.8300 -21.8845
O -18.1798 22.1766 -14.5345
O -18.3060 24.5449 -12.8325
N -11.9557 20.3463 -18.1181
N -20.3351 25.6218 -11.0786
N -20.3034 30.2917 -17.1625
N -14.6002 25.9007 -20.2868
N -24.9749 25.2199 -21.9441
N -17.9322 30.0600 -19.5128
C -20.7307 28.3209 -15.4509
C -22.9340 27.1047 -19.2330
C -13.3890 22.4353 -15.2289
C -24.3503 25.4633 -18.2806
C -24.3808 25.6562 -20.6531
C -23.4344 26.6784 -20.4969
C -17.5384 26.4743 -17.9235
C -21.3031 25.6662 -11.6887
C -14.5529 24.9955 -19.5411
C -20.2046 30.0435 -20.8307
C -19.0794 26.5554 -18.0161
C -14.3524 20.8797 -17.2802
C -20.4836 29.3847 -16.4099
C -18.9014 30.0689 -20.1108
C -15.2329 21.6266 -16.5191
C -12.9396 21.0047 -17.1488
C -18.3585 24.5220 -14.0653
C -12.4800 21.7354 -16.0568
C -23.3358 26.4094 -18.1177
C -14.6227 23.8776 -18.6022
C -14.7784 22.3120 -15.4790
C -24.9809 25.1608 -19.4553
C -18.2230 23.3094 -14.9679
C -22.5377 25.7644 -12.4857
B -18.4403 25.1245 -16.3048
H -20.6179 29.0450 -20.9729
H -22.8531 26.4700 -17.1535
H -15.5124 22.8800 -14.9266
H -13.8139 24.0189 -17.8853
H -23.0421 27.2613 -21.3171
H -21.4363 28.6330 -14.6810
H -16.3052 21.5757 -16.6379
H -20.0575 30.5268 -21.7965
H -25.7463 24.3990 -19.4692
H -11.4119 21.8372 -15.9335
H -21.2041 27.4492 -15.9028
H -23.2490 24.9397 -12.5334
H -24.7490 24.9226 -17.4350
H -14.5702 22.9287 -19.1359
H -23.1344 26.5862 -12.0901
H -19.9005 28.0307 -14.8068
H -22.1763 27.8694 -19.1468
H -15.5328 23.8383 -18.0037
H -14.7390 20.1845 -18.0108
H -13.0298 22.9614 -14.3568
H -20.9716 30.5626 -20.2559
H -22.2226 26.0337 -13.4938

20
Properties=species:S:1:pos:R:3 method="wB97M-V/def2-TZVPD" homo_ev=-1.9 charge=-1 e_above_lowest_ev=2.331 smiles=CC(C)CCC[O-] homo_lumo_gap_ev=5.63
O 0.4666 -2.7142 0.9532
C -1.1803 2.2019 0.2913
C -0.8342 0.8492 -0.4036
C 1.0985 -0.6893 0.0253
C 0.6636 -1.4924 1.3713
C -0.8233 0.8185 -2.0436
C 0.7158 0.6839 -0.0330
H -0.2220 -1.0644 1.6233
H 0.8274 1.1242 0.9850
H -0.7697 -0.2177 -2.1405
H 2.0746 -0.8503 -0.4022
H 0.0560 1.3455 -2.5243
H -2.2148 2.1008 0.5927
H 1.4276 1.1194 -0.8870
H 0.5081 -1.3783 -0.6487
H -1.7433 1.1957 -2.4685
H -0.9629 3.1282 -0.4055
H 1.5242 -1.3982 2.1360
H -1.3996 -0.0381 -0.0007
H -0.6791 2.4154 1.2680

40
Properties=species:S:1:pos:R:3 method="wB97M-V/def2-TZVPD" homo_ev=-8.8 e_above_lowest_ev=0.000 smiles="C[C@H]1[C@H](C)CCC[C@@H]1NC(=O)CSC1=NCCS1" homo_lumo_gap_ev=9.41
S 5.1637 -1.0699 0.2249
S 2.7998 0.8815 0.3604
O 0.3754 -1.2032 2.4377
N -0.0175 -0.1277 0.4874
N 5.2189 1.4496 -0.4715
C 0.7719 -0.7015 1.4103
C -4.5543 -0.7945 -1.4917
C 6.7634 -0.4544 -0.3770
C -1.4421 0.0690 0.6705
C 2.2535 -0.7304 1.0346
C -1.9070 -2.0017 -0.6667
C -1.7330 1.5590 0.8563
C 4.4608 0.5596 -0.0151
C 6.5574 1.0394 -0.7419
C -2.2244 -0.5145 -0.5180
C -3.7289 -0.2668 -0.3190
C -3.9995 1.2279 -0.1313
C -3.2253 1.7866 1.0558
H -2.3191 -2.4000 -1.5891
H -4.1959 -0.3750 -2.4295
H -4.0419 -0.7909 0.5908
H 0.4035 0.3197 -0.3131
H -3.5491 1.2873 1.9711
H -3.4266 2.8537 1.1657
H 6.7576 1.2131 -1.8035
H -1.3936 2.1034 -0.0289
H -3.7102 1.7628 -1.0392
H 2.4249 -1.4948 0.2744
H -2.3173 -2.5603 0.1714
H -1.9036 0.0085 -1.4274
H -1.1716 1.9297 1.7158
H 7.4948 -0.5879 0.4185
H -5.5973 -0.5111 -1.3689
H -0.8312 -2.1595 -0.6824
H 7.2319 1.6789 -0.1651
H 2.8396 -0.9632 1.9228
H -4.5073 -1.8774 -1.5543
H -5.0691 1.3858 0.0203
H -1.7045 -0.4763 1.5827
H 7.0532 -1.0544 -1.2379

6
Properties=species:S:1:pos:R:3 method="wB97M-V/def2-TZVPD" homo_ev="-5.4 / -9.7" e_above_lowest_ev=4.328 spin_multiplicity=3 s_squared=2.0092 homo_lumo_gap_ev="5.31 / 5.40"
S 0.9295 0.7066 1.0737
O 0.4179 -0.7031 0.6340
O -1.0279 -0.9417 -1.4251
C -0.6775 -0.5300 -0.3158
H 1.5501 1.0558 -0.0864
H -1.1922 0.4125 0.1197

18
Properties=species:S:1:pos:R:3 method="wB97M-V/def2-TZVPD" homo_ev=-14.1 charge=+1 e_above_lowest_ev=4.180 homo_lumo_gap_ev=10.92
O -2.8165 -0.1538 0.5509
N 0.6330 -0.3386 -0.0250
N 0.0900 1.9368 0.1768
C -2.2950 0.3193 -0.5699
C -0.2265 0.6390 -0.0867
C 2.0104 -0.1941 0.2734
C 0.3828 -1.7383 -0.2144
H -2.7617 1.2741 -0.8046
H 1.2404 -2.1615 0.1010
H -3.3006 0.3952 1.1656
H 2.2695 -0.8171 1.1122
H -2.2916 -0.5338 -1.2086
H -0.7191 2.6076 0.0956
H -0.5491 -2.0234 0.1976
H 0.9900 2.2172 0.3829
H 2.2900 0.8963 0.6117
H 2.6772 -0.6147 -0.4299
H 0.2249 -1.8244 -1.2441

| no. | largest force on an atom (eV Å⁻¹) |
| --- | --- |
| 1 | 5.8 |
| 2 | 4.9 |
| 3 | 5.4 |
| 4 | 1.1 |
| 5 | 5.4 |
| 6 | 4.7 |